[1]
Below is 13 unconnected molecules or ions with the total composition C41H62O36P, with properties calculated with ωB97M-V with the def2-TZVPD basis set.

```
140
Properties=species:S:1:pos:R:3:forces:R:3
C -2.9125 0.8050 -4.2678 0.44 0.20 -0.18
C -1.5429 0.4634 -3.6616 -0.47 -0.57 -0.41
C -1.6297 -0.5216 -2.4741 0.40 1.10 -0.08
C -1.4416 0.2470 -1.1505 -0.53 -1.25 0.39
C -0.3177 -0.2784 -0.2296 -0.67 0.83 0.20
P -0.8577 0.1486 1.4704 0.55 -0.23 -0.96
H -2.7921 1.0290 -5.3242 -0.08 0.09 -0.14
H -3.3327 1.7007 -3.8176 -0.22 -0.02 0.21
H -3.6131 -0.0214 -4.1962 -0.14 -0.08 0.07
H -1.0534 1.3878 -3.3700 0.19 0.04 0.11
H -0.9252 0.0251 -4.4435 0.07 -0.07 -0.11
H -2.6045 -0.9973 -2.4573 -0.16 -0.15 -0.08
H -0.9045 -1.3215 -2.6089 0.22 -0.02 0.24
H -2.3745 0.1455 -0.5936 -0.18 0.10 -0.11
H -1.2927 1.3065 -1.2870 0.09 0.10 -0.21
H 0.5870 0.2871 -0.4082 0.40 -0.23 0.03
H -0.1439 -1.3444 -0.3136 0.08 -0.15 0.11
H -1.0198 -1.0309 2.2033 0.03 0.28 0.26
H -2.0952 0.7998 1.3607 0.08 0.02 0.29
H 0.0942 0.9810 2.0681 -0.20 -0.17 0.30
C 3.8792 0.1872 -0.0841 0.08 0.10 -0.21
C 5.0489 -0.3490 0.7055 0.38 -0.05 -0.26
O 4.5804 -0.2460 2.0603 -0.20 0.04 -0.14
C 3.2398 -0.2495 2.0409 0.24 -0.07 0.14
O 2.5455 -0.3422 3.0056 -0.35 0.07 -0.11
O 2.7655 -0.1345 0.7721 0.05 0.05 0.04
H 3.7708 -0.2844 -1.0571 -0.17 -0.10 0.08
H 3.9214 1.2692 -0.2170 -0.02 0.00 0.08
H 5.2575 -1.3960 0.4839 -0.04 -0.01 0.05
H 5.9580 0.2292 0.5597 0.00 0.04 0.22
C -4.5662 3.3807 0.5536 -0.49 0.06 0.22
C -4.9051 3.6842 -0.8799 -0.44 -0.01 -0.26
O -3.6231 4.0340 -1.4490 0.11 -0.13 0.39
C -2.6899 3.4403 -0.6893 0.07 -0.23 -0.17
O -1.5358 3.3061 -0.9722 0.23 0.39 -0.12
O -3.2094 2.9269 0.4395 0.06 0.04 0.20
H -5.1921 2.6036 0.9827 0.16 -0.14 -0.04
H -4.6093 4.2637 1.1880 0.10 -0.05 -0.08
H -5.2841 2.8095 -1.4068 0.02 0.02 -0.01
H -5.6138 4.5017 -0.9782 0.19 0.13 -0.12
C -6.6403 -1.4838 -1.6160 -0.28 -0.08 -0.22
C -6.7555 -0.0316 -2.0063 -0.44 -0.07 -0.14
O -6.1609 0.6296 -0.8615 0.34 -0.32 0.38
C -5.3335 -0.2457 -0.2623 -0.44 0.13 -0.45
O -4.5558 0.0445 0.6048 0.32 -0.01 0.21
O -5.4762 -1.4843 -0.7640 0.14 0.13 0.23
H -6.4941 -2.1414 -2.4661 0.23 -0.04 0.05
H -7.4957 -1.8340 -1.0353 0.03 0.04 0.07
H -6.1764 0.2105 -2.8885 0.18 0.03 0.06
H -7.7856 0.3030 -2.1502 0.49 -0.08 0.26
C 9.9353 1.8366 2.5038 0.18 0.20 0.18
C 8.5041 2.2951 2.3430 -0.10 0.15 0.14
O 8.1625 1.7890 1.0450 0.08 -0.09 0.15
C 8.9865 0.7358 0.7837 0.12 -0.05 -0.04
O 8.8460 -0.0067 -0.1326 -0.17 -0.03 -0.02
O 9.9696 0.6515 1.7029 -0.18 0.07 -0.05
H 10.1993 1.6138 3.5334 0.06 -0.21 -0.07
H 10.6524 2.5541 2.1024 0.01 -0.03 -0.03
H 7.8343 1.8503 3.0822 0.02 -0.05 -0.02
H 8.3984 3.3765 2.3748 -0.05 -0.01 -0.20
C -1.9317 5.9909 4.1877 0.22 0.10 0.10
C -2.1042 4.5067 4.4228 0.21 -0.10 0.12
O -3.5109 4.3273 4.2418 0.03 0.06 -0.11
C -3.9649 5.3403 3.4640 -0.03 0.21 0.12
O -5.0549 5.3944 2.9935 0.00 -0.04 0.01
O -3.0091 6.2826 3.2927 -0.04 -0.18 0.03
H -0.9767 6.2448 3.7353 -0.10 0.06 -0.16
H -2.0612 6.5772 5.0985 -0.05 -0.03 0.00
H -1.5747 3.9029 3.6814 -0.02 0.05 -0.03
H -1.8019 4.1939 5.4189 -0.19 -0.04 0.03
C -2.9995 -3.3487 3.4957 0.12 0.16 0.04
C -3.9101 -3.0017 2.3358 0.05 0.29 -0.08
O -4.3822 -4.2830 1.9218 0.10 -0.01 0.18
C -4.2822 -5.1296 2.9849 0.04 -0.04 0.05
O -4.7501 -6.2158 3.0186 -0.10 -0.05 -0.02
O -3.5814 -4.5508 3.9933 -0.06 0.01 -0.18
H -2.9807 -2.5824 4.2678 -0.10 -0.14 0.12
H -1.9744 -3.5599 3.1777 -0.03 -0.05 -0.02
H -4.7614 -2.3901 2.6414 0.03 0.01 -0.01
H -3.3935 -2.5032 1.5168 -0.14 -0.11 -0.11
C -7.6278 -3.8853 -5.6717 -0.16 -0.25 -0.05
C -7.9639 -2.9900 -6.8433 -0.10 -0.17 -0.20
O -7.7577 -1.6809 -6.2952 0.13 -0.06 0.13
C -6.9007 -1.7907 -5.2625 -0.12 -0.01 -0.21
O -6.3982 -0.8679 -4.6981 0.07 -0.11 -0.17
O -6.6843 -3.0861 -4.9425 -0.02 0.12 0.00
H -7.1830 -4.8308 -5.9685 0.18 0.07 0.09
H -8.4895 -4.0821 -5.0325 0.01 0.06 0.01
H -7.2852 -3.1284 -7.6861 0.04 0.03 0.04
H -8.9872 -3.1055 -7.1890 -0.03 0.20 0.07
C 1.0915 -2.3075 -4.8359 -0.02 0.19 0.01
C 0.1626 -3.3323 -4.2204 -0.17 0.05 0.12
O 0.3837 -4.4797 -5.0356 0.10 0.16 0.01
C 1.6173 -4.3650 -5.6006 0.07 -0.10 -0.08
O 2.1682 -5.2245 -6.1964 0.00 0.00 0.00
O 2.1276 -3.1221 -5.3811 -0.15 -0.04 0.09
H 1.4967 -1.6058 -4.1094 0.16 -0.06 -0.04
H 0.6183 -1.7466 -5.6445 -0.02 -0.04 -0.01
H 0.4318 -3.5761 -3.1888 0.04 0.01 -0.02
H -0.8824 -3.0319 -4.2540 -0.04 -0.16 -0.12
C 13.0126 -0.0339 5.3887 -0.04 -0.25 0.14
C 13.9285 0.9611 6.0619 0.11 -0.05 0.30
O 14.5567 1.6059 4.9490 -0.32 -0.02 -0.14
C 13.7424 1.4705 3.8790 0.16 0.04 0.13
O 13.8914 2.0344 2.8418 -0.09 0.07 -0.10
O 12.7305 0.6111 4.1393 0.01 0.05 0.09
H 12.0959 -0.2133 5.9448 -0.10 0.09 -0.15
H 13.5019 -0.9880 5.1895 0.05 0.05 -0.04
H 13.3826 1.7100 6.6392 -0.01 0.01 -0.05
H 14.6712 0.4915 6.7009 0.14 0.05 -0.14
C 16.6885 0.5074 2.3154 -0.05 0.45 -0.19
C 17.0024 -0.4964 1.2327 -0.03 0.00 -0.12
O 17.5699 -1.5791 1.9798 -0.09 0.10 0.11
C 17.1124 -1.4959 3.2528 0.04 -0.09 0.05
O 17.2591 -2.3347 4.0800 -0.04 -0.01 0.03
O 16.4595 -0.3221 3.4600 0.07 -0.20 -0.22
H 15.8101 1.1049 2.0935 -0.04 -0.04 0.16
H 17.5288 1.1720 2.5253 0.03 -0.07 0.02
H 16.1074 -0.8529 0.7193 -0.01 -0.02 0.05
H 17.7069 -0.1221 0.4948 0.14 -0.14 0.07
C -8.7187 4.9630 -2.2485 0.07 0.24 0.02
C -9.9389 4.7946 -3.1254 -0.12 0.23 -0.06
O -9.9161 3.3910 -3.4104 0.11 0.01 0.13
C -9.2279 2.7746 -2.4285 -0.14 -0.01 -0.08
O -9.1723 1.5938 -2.2837 -0.26 0.28 0.01
O -8.6077 3.6744 -1.6293 0.01 -0.02 -0.10
H -8.8345 5.7411 -1.4987 0.00 -0.15 0.14
H -7.8124 5.1552 -2.8265 -0.02 -0.05 -0.03
H -10.8667 5.0325 -2.6035 0.02 -0.04 0.03
H -9.8889 5.3745 -4.0427 0.01 -0.18 -0.10
C -7.2387 -4.6412 0.7941 0.25 -0.05 -0.03
C -7.7467 -4.8289 2.2061 0.14 -0.10 0.13
O -9.1108 -4.4100 2.0976 0.08 0.01 -0.17
C -9.4934 -4.5496 0.8028 -0.17 0.00 0.09
O -10.6081 -4.4434 0.4128 0.02 0.02 -0.04
O -8.4230 -4.8253 0.0144 0.00 0.06 0.08
H -6.4773 -5.3651 0.5194 -0.10 -0.05 -0.12
H -6.8546 -3.6338 0.6156 0.01 0.00 0.04
H -7.7177 -5.8712 2.5257 0.01 0.00 -0.04
H -7.2164 -4.2218 2.9362 -0.18 0.09 0.03
```
Forces are in eV/Å.

Computed properties:
**Total energy**: -126515.513 eV
**Net charge**: +1
**Lowest unoccupied orbital energy**: -2.627 eV

---

[2]
Below is C17H27N3O4 in the gas phase, with properties calculated with ωB97M-V with the def2-TZVPD basis set.

```
51
Properties=species:S:1:pos:R:3:forces:R:3
C -2.2981 0.3947 5.3014 -0.03 -0.18 0.05
O -2.1283 1.7490 4.9531 0.05 0.24 -0.09
C -1.1839 2.0613 4.0231 0.15 0.36 -0.19
C -1.0452 3.4108 3.7147 -0.17 -0.26 0.19
C -0.1133 3.8288 2.7815 0.16 -0.06 -0.13
C 0.6973 2.9087 2.1389 0.02 -0.14 -0.02
O 1.6526 3.2142 1.1904 -0.20 -0.44 0.27
C 1.8278 4.5652 0.8437 0.07 0.21 -0.09
C 0.5619 1.5448 2.4494 -0.08 0.31 0.02
N 1.4082 0.6606 1.7759 0.22 0.50 -0.23
C 1.3925 -0.6978 1.7531 0.46 -0.19 -0.06
O 0.6565 -1.3878 2.4282 -0.20 -0.12 0.10
C 2.4445 -1.2929 0.8280 -0.10 0.00 -0.14
C 2.4287 -0.7983 -0.6236 0.07 -0.17 0.10
N 1.3624 -1.3988 -1.4000 0.08 0.03 -0.06
C 0.0499 -0.8906 -1.0451 -0.30 -0.15 0.09
C -1.0254 -1.6303 -1.8354 0.10 0.24 0.17
N -0.7933 -1.4299 -3.2514 0.02 -0.04 0.08
C -1.8826 -1.8227 -4.1146 -0.08 -0.29 -0.13
C -2.2538 -3.3189 -4.1312 0.28 0.29 0.32
O -3.2679 -3.5920 -5.0692 -0.36 0.05 -0.28
C 0.4997 -1.9772 -3.6052 0.20 0.23 0.00
C 1.5768 -1.2286 -2.8260 0.00 -0.20 -0.20
C -0.3725 1.1289 3.3853 -0.21 -0.15 0.22
H -3.0923 0.3811 6.0463 0.06 -0.06 -0.05
H -2.5977 -0.2078 4.4387 0.02 0.01 0.02
H -1.3856 -0.0256 5.7351 -0.02 0.00 -0.02
H -1.6769 4.1262 4.2152 -0.08 0.09 0.06
H -0.0327 4.8817 2.5645 0.04 0.09 -0.05
H 2.1400 5.1636 1.7052 -0.03 -0.02 -0.02
H 2.6166 4.5769 0.0927 -0.07 0.07 0.05
H 0.9149 4.9912 0.4156 0.03 -0.02 0.03
H 2.0635 1.1371 1.1710 -0.07 -0.18 0.03
H 2.3065 -2.3745 0.8293 0.01 0.08 0.06
H 3.4225 -1.0687 1.2614 0.01 -0.01 0.03
H 3.3721 -1.1042 -1.0856 -0.05 0.10 0.03
H 2.3858 0.3070 -0.6637 0.06 -0.06 -0.07
H -0.1216 -1.0568 0.0177 -0.08 0.03 -0.04
H -0.0285 0.1919 -1.2543 -0.01 -0.04 0.03
H -2.0067 -1.2282 -1.5744 -0.01 -0.03 0.02
H -0.9892 -2.6956 -1.5548 -0.06 0.04 0.04
H -1.6231 -1.5246 -5.1354 -0.11 -0.02 0.01
H -2.7642 -1.2459 -3.8098 -0.02 -0.02 -0.09
H -2.5619 -3.6427 -3.1270 0.13 -0.02 -0.08
H -1.3985 -3.9197 -4.4464 -0.02 0.02 0.12
H -4.0376 -3.0513 -4.8592 0.04 -0.06 -0.02
H 0.6622 -1.8421 -4.6766 0.01 -0.04 -0.01
H 0.5777 -3.0501 -3.3638 0.04 0.02 -0.06
H 2.5583 -1.6337 -3.0846 0.00 0.04 0.01
H 1.5475 -0.1622 -3.1127 0.02 -0.05 -0.02
H -0.4455 0.0756 3.5905 -0.01 -0.04 0.02
```
Forces are in eV/Å.

Computed properties:
**Total energy**: -30726.715 eV
**Lowest unoccupied orbital energy**: 0.688 eV
**SMILES**: COc1ccc(OC)c(NC(=O)CCN2CCN(CCO)CC2)c1

---

[3]
Below is 2 unconnected molecules or ions with the total composition C6H9O7P, with properties calculated with ωB97M-V with the def2-TZVPD basis set.

```
23
Properties=species:S:1:pos:R:3:forces:R:3
C 1.2336 0.8449 0.1386 -0.23 0.20 0.10
P 0.7611 -0.6889 -0.7500 1.88 0.08 -0.59
O 1.3120 -1.8647 0.3237 -0.13 0.02 0.18
C -1.1263 -0.8765 -0.0501 -0.70 0.01 0.40
C -2.1528 -0.4250 -1.0329 0.58 0.14 0.54
O -2.7070 -1.0242 -1.9047 -0.17 -0.18 -0.62
O -2.4461 0.8965 -0.7894 -0.33 0.07 0.29
C -2.0103 1.2367 0.5366 0.21 0.07 -0.04
C -1.5228 -0.0727 1.1638 -0.21 -0.08 0.04
O -2.6767 -0.6782 1.8263 0.01 0.01 0.26
H 0.8160 1.7136 -0.3897 0.03 -0.12 0.11
H 0.9623 0.8727 1.2015 0.00 -0.04 -0.08
H 2.3227 0.8982 -0.0101 -0.20 0.12 -0.07
H 0.5750 -2.2899 0.7675 -0.03 0.03 -0.05
H -1.2680 -1.9496 0.1125 0.06 0.10 -0.07
H -2.8585 1.6111 1.1179 0.01 0.02 -0.21
H -1.2362 2.0027 0.4549 0.01 -0.17 0.12
H -0.7500 0.0646 1.9252 0.05 0.09 -0.28
H -2.3958 -0.9451 2.7053 -0.01 -0.03 -0.06
C 3.8034 0.1749 -1.8567 0.13 0.68 -0.14
O 4.6527 -0.1937 -2.7310 -0.10 -0.12 0.14
O 3.0822 -0.7280 -1.2158 -0.81 -0.72 0.05
O 3.6296 1.4208 -1.5434 -0.04 -0.18 -0.01
```
Forces are in eV/Å.

Computed properties:
**Total energy**: -29988.204 eV
**Net charge**: -2
**Lowest unoccupied orbital energy**: 4.630 eV

---

[4]
Below is C6H12N4O2S in the gas phase, with properties calculated with ωB97M-V with the def2-TZVPD basis set.

```
25
Properties=species:S:1:pos:R:3:forces:R:3
C -1.4851 1.3636 0.1312 1.88 -0.73 -0.85
C -2.1342 0.4957 1.0632 1.59 -1.27 -0.95
C -0.1862 -0.4490 -0.5009 -1.84 2.89 0.81
C 1.4150 0.3480 -2.0973 -3.12 2.50 0.14
C 0.5410 -2.0501 -2.1965 0.41 0.04 -0.93
C 0.4903 1.3672 2.2786 1.36 0.65 -3.65
N -1.8109 -0.7645 1.1477 -1.08 -1.59 0.22
N -0.9673 -1.2655 0.1501 0.59 -2.51 0.72
N -3.0516 0.9776 1.9036 -1.33 1.65 2.54
N 0.6182 -0.7188 -1.4945 -0.74 -0.85 -1.40
O 0.5363 3.0848 0.3236 0.17 0.53 -0.95
O -1.3273 3.2802 1.9107 -1.99 1.48 1.09
S -0.4896 2.4764 1.1105 3.23 -3.21 -0.42
H 1.0053 0.6508 -3.0742 0.32 -0.93 -0.27
H 1.1284 1.3544 -1.6005 1.21 -1.82 0.15
H 2.4207 0.0630 -2.1504 1.52 0.06 0.06
H 0.9138 -2.0153 -3.2620 -0.18 0.62 1.17
H 1.2897 -2.6396 -1.6583 -0.62 -0.74 -0.19
H -0.4914 -2.5301 -2.3500 1.35 0.94 1.08
H 1.5464 1.8105 2.2548 -1.81 -0.15 1.15
H -0.1739 1.2148 3.0754 0.02 -0.13 1.73
H 0.6629 0.4371 1.7010 -0.48 0.33 0.49
H -0.8056 -2.3773 0.2184 -0.67 3.53 -0.20
H -2.9457 2.0089 2.2044 -0.28 -2.41 -0.67
H -3.3785 0.2860 2.6134 0.48 1.09 -0.85
```
Forces are in eV/Å.

Computed properties:
**Total energy**: -27300.662 eV
**Lowest unoccupied orbital energy**: -0.145 eV

---

[5]
Below is 2 unconnected molecules or ions with the total composition C5H7N2, with properties calculated with ωB97M-V with the def2-TZVPD basis set.

```
14
Properties=species:S:1:pos:R:3:forces:R:3
C -2.1680 -2.4216 -1.5735 1.00 -0.18 0.23
C -0.7172 0.6894 -0.6050 2.20 1.34 4.00
C -2.9614 -1.8316 -2.2211 -0.41 0.62 -0.78
C 2.1605 0.7529 0.7691 -3.24 1.35 0.93
C 0.6684 1.3022 1.3992 3.11 -1.07 0.51
N -0.1638 0.9980 0.3670 -3.02 -1.00 -3.39
N 2.9217 0.2424 1.5475 2.93 -1.14 -1.50
H -3.4629 -1.3419 -2.9961 -1.01 0.41 -0.30
H 2.2376 0.8884 -0.3050 0.36 0.08 -0.13
H 0.5297 0.6578 2.3190 -0.35 1.11 -1.12
H 0.8006 2.3787 1.5276 -0.47 -0.18 0.24
H -1.2662 -2.8706 -1.3015 0.49 -0.73 0.87
H 2.7506 0.0622 2.4875 -0.57 -0.01 1.92
H -1.3296 0.4937 -1.4147 -1.01 -0.58 -1.49
```
Forces are in eV/Å.

Computed properties:
**Total energy**: -8265.916 eV
**Net charge**: +1
**Lowest unoccupied orbital energy**: -4.666 eV

---

[6]
Below is a molecular structure, C12H14N2S, with properties calculated with ωB97M-V with the def2-TZVPD basis set.

```
29
Properties=species:S:1:pos:R:3:forces:R:3
C 0.6612 1.6052 -1.5827 1.98 -1.85 -10.26
H 0.4368 2.5824 -1.9903 -0.74 0.27 0.59
H 1.8065 1.5596 -1.9948 -2.28 -0.47 1.11
H 0.0595 0.8265 -2.2044 1.04 1.14 0.05
C 0.4999 1.2938 -0.2991 -3.24 6.43 10.11
C 0.8632 -0.0007 0.3119 5.95 9.24 -1.19
C 2.1589 -0.3268 0.7108 1.60 10.82 -1.80
C 2.6448 -1.4617 0.7249 4.59 -5.82 2.90
C 1.7033 -2.5000 0.7719 3.77 -2.99 1.58
C 0.4669 -2.3143 0.5798 -8.00 3.88 -1.76
C -0.0454 -0.7771 0.3109 -6.95 -14.13 0.13
N -1.4660 -0.6855 -0.0932 12.65 -4.88 -4.08
C -2.2447 -0.3331 0.7035 -8.16 10.23 11.87
S -1.9752 0.6824 2.2957 -0.63 -2.05 -2.73
N -3.4828 -0.2900 0.0622 -3.17 7.80 13.83
C -3.3961 -1.0194 -0.8505 3.61 -9.52 -13.27
C -1.9842 -1.4696 -1.0291 -8.15 3.30 1.90
H -1.5304 -1.9063 -1.7562 2.75 -2.45 -4.40
H -4.0450 -1.0945 -1.6879 -1.04 -0.49 -0.10
H -4.3554 0.1451 0.6881 3.05 -1.56 -2.48
H -0.3499 -3.0680 0.5165 0.93 0.44 0.56
H 1.9575 -3.4336 1.2576 0.52 -0.48 -0.75
H 3.7008 -1.5548 1.1232 -1.25 -0.47 -1.01
H 2.9129 0.6459 0.7001 -1.95 -2.59 0.33
C 1.2441 2.7509 0.3226 1.09 -7.00 6.10
H 1.3240 2.4343 1.6285 -0.68 1.23 -3.37
H 2.2858 2.4547 0.2161 0.29 1.58 -0.97
H 0.8078 3.7001 0.3349 -0.50 1.18 -0.89
H -0.6587 1.5546 0.2290 2.96 -0.78 -2.00
```
Forces are in eV/Å.

Computed properties:
**Total energy**: -26474.687 eV
**Lowest unoccupied orbital energy**: 0.523 eV

---

no.,Kohn-Sham gap (eV),M (g/mol)
1,9.3066,1161.9
2,8.4666,337.4
3,3.5532,224.1
4,8.0320,204.3
5,9.4947,95.1
6,7.8146,218.3